Record 1
{
  "formula": "C31H44BrN3OP2Zn",
  "method": "the ωB97M-V functional and the def2-TZVPD basis",
  "lumo_energy_ev": -9.1152,
  "total_energy_ev": -176394.6233,
  "de_lowest_ev": 4.478,
  "homo_lumo_gap_ev": 3.7587,
  "charge": 2,
  "symbols": ["C", "C", "C", "C", "N", "C", "C", "C", "C", "C", "C", "C", "C", "C", "Zn", "P", "H", "H", "H", "H", "H", "H", "H", "H", "C", "C", "H", "H", "H", "H", "H", "C", "C", "H", "H", "H", "H", "H", "C", "C", "H", "H", "H", "H", "H", "Br", "P", "C", "C", "H", "H", "H", "H", "H", "C", "C", "H", "H", "H", "H", "H", "C", "C", "H", "H", "H", "H", "H", "N", "C", "O", "C", "C", "C", "N", "C", "C", "H", "H", "H", "H", "H", "H"],
  "coordinates": [[-0.36476, 4.74149, -5.81797], [-0.55748, 3.48374, -6.42094], [-0.63758, 3.45031, -7.82492], [-0.63344, 4.66522, -8.52803], [-0.45887, 5.84221, -7.93706], [-0.32324, 5.89169, -6.61606], [-0.70130, 2.33923, -5.51963], [-1.08236, 2.15823, -4.28369], [-1.79562, 2.41431, -3.04878], [-1.14330, 2.11028, -1.82494], [-1.85989, 1.67942, -0.72350], [-3.25758, 1.50536, -0.78143], [-3.93946, 1.98318, -1.91603], [-3.23366, 2.52405, -2.99195], [-0.49526, 0.42157, -5.01016], [2.54115, -0.45074, -1.40150], [-0.71729, 2.51478, -8.37705], [-0.27258, 4.81542, -4.73602], [-0.75740, 4.69658, -9.60913], [-0.17010, 6.86024, -6.14170], [-3.79585, 2.93090, -3.84355], [-0.05011, 2.11498, -1.82168], [-5.02137, 1.90755, -1.95254], [-1.32500, 1.47794, 0.19895], [2.02966, -2.02853, -0.56199], [2.87020, -3.27413, -0.81287], [0.98830, -2.20041, -0.88203], [1.97702, -1.75340, 0.50206], [2.59878, -4.04369, -0.07998], [2.68020, -3.69790, -1.80708], [3.94721, -3.09939, -0.71485], [3.21699, -1.08272, -3.00852], [3.44282, 0.07756, -3.96735], [2.47610, -1.77776, -3.42567], [4.14120, -1.63894, -2.80860], [3.63675, -0.32165, -4.96630], [2.55939, 0.73430, -4.04995], [4.30613, 0.68183, -3.66663], [4.09469, -0.00725, -0.47644], [5.39349, -0.75540, -0.74132], [3.83141, -0.07151, 0.58844], [4.23017, 1.06546, -0.69499], [6.18068, -0.28224, -0.14119], [5.33738, -1.80340, -0.42880], [5.70016, -0.70176, -1.79090], [-4.13417, 0.67159, 0.57986], [-1.92998, -1.64207, -4.38642], [-0.05258, -1.88664, -4.17035], [0.31570, -3.35706, -3.90264], [0.26558, -1.22693, -3.34454], [0.43314, -1.58795, -5.13010], [1.37389, -3.43601, -3.61983], [-0.29686, -3.80709, -3.10662], [0.19400, -3.95683, -4.81268], [-2.56596, -2.30177, -2.76325], [-3.98935, -2.88068, -2.83401], [-2.55708, -1.43415, -2.07821], [-1.89392, -3.06667, -2.35101], [-4.36694, -3.03603, -1.82040], [-4.71804, -2.22459, -3.31766], [-4.01369, -3.84616, -3.35421], [-3.16306, -0.24635, -4.28152], [-3.44733, 0.38824, -5.64191], [-2.65783, 0.42109, -3.57886], [-4.08816, -0.58696, -3.78472], [-3.47391, 1.48320, -5.57950], [-2.64855, 0.12098, -6.34922], [-4.40132, 0.00187, -6.02640], [-1.19006, 2.56190, 5.26337], [-0.22064, 2.98291, 4.38134], [0.16732, 4.14455, 4.36262], [0.29016, 1.96407, 3.39823], [-0.33548, 0.72934, 3.15610], [0.17246, -0.10942, 2.14690], [1.28685, 0.18840, 1.45870], [1.88484, 1.37202, 1.68326], [1.42030, 2.28855, 2.63005], [-1.43441, 3.22167, 5.98806], [-1.31546, 1.58461, 5.48366], [-1.22316, 0.41103, 3.69350], [-0.35023, -1.03897, 1.88421], [2.76024, 1.62736, 1.07820], [1.92563, 3.25190, 2.73218]]
}

***

Record 2
{
  "formula": "C13H28O12Zn",
  "method": "the ωB97M-V functional and the def2-TZVPD basis",
  "lumo_energy_ev": 0.4649,
  "total_energy_ev": -86920.7804,
  "de_lowest_ev": 0.000,
  "homo_lumo_gap_ev": 7.3943,
  "charge": 0,
  "symbols": ["Zn", "O", "H", "C", "O", "H", "H", "H", "C", "O", "C", "O", "O", "C", "H", "H", "H", "H", "H", "H", "C", "O", "C", "O", "O", "C", "H", "H", "H", "H", "H", "H", "C", "O", "C", "O", "O", "C", "H", "H", "H", "H", "H", "H", "C", "C", "O", "C", "H", "H", "H", "H", "H", "H"],
  "coordinates": [[27.64172, -10.07848, 18.98661], [26.19997, -10.12744, 17.71682], [25.83580, -9.77762, 16.88044], [29.88607, -9.35871, 21.34459], [28.91106, -9.88001, 20.56030], [30.08166, -8.36886, 20.93223], [29.44875, -9.21867, 22.33315], [30.82826, -9.88633, 21.49291], [25.73091, -7.36187, 21.67917], [25.57753, -6.61744, 20.53398], [26.32034, -7.00263, 19.50746], [27.11132, -7.94738, 19.39847], [26.05126, -6.15503, 18.47669], [26.88956, -6.16012, 17.31687], [25.31156, -6.84900, 22.54474], [26.76534, -7.50202, 21.99289], [25.11364, -8.25490, 21.58134], [26.76768, -7.13100, 16.83661], [27.89120, -5.94127, 17.68687], [26.58027, -5.42018, 16.57867], [28.16585, -12.32968, 15.67871], [29.31291, -12.73912, 16.41754], [29.45634, -12.39706, 17.64106], [28.61882, -11.74981, 18.28669], [30.51178, -13.00512, 18.11967], [30.83329, -12.82516, 19.47391], [28.31679, -11.27904, 15.43077], [27.24710, -12.44333, 16.25410], [28.06881, -12.82538, 14.71281], [30.87524, -11.79383, 19.82418], [31.86214, -13.15958, 19.60711], [30.23331, -13.47245, 20.11355], [25.03596, -13.40632, 19.14804], [25.41954, -13.30366, 20.53659], [26.04283, -12.13693, 20.91586], [26.33187, -11.18286, 20.19315], [26.36097, -12.34083, 22.16663], [26.64978, -11.27955, 23.05560], [25.76588, -13.06609, 18.41350], [24.07782, -12.88667, 19.14183], [24.82374, -14.43587, 18.85981], [26.03220, -10.38249, 23.01136], [27.67996, -10.92926, 22.99140], [26.59977, -11.74959, 24.03778], [31.44749, -9.49151, 17.28470], [30.09065, -8.91156, 16.95570], [29.08084, -9.20583, 17.59378], [29.96452, -8.00758, 15.69960], [32.13347, -9.66716, 16.45604], [31.42274, -10.39711, 17.89080], [31.94186, -8.68669, 17.82872], [30.71897, -7.22962, 15.81663], [28.97817, -7.64109, 15.41516], [30.13968, -8.65102, 14.83740]]
}

***

Record 3
{
  "formula": "C38H57BN8O5PtSSeTe",
  "method": "the ωB97M-V functional and the def2-TZVPD basis",
  "lumo_energy_ev": [-1.3474, -0.8919],
  "total_energy_ev": -149885.0845,
  "de_lowest_ev": 3.313,
  "homo_lumo_gap_ev": [5.7033, 6.0839],
  "charge": 0,
  "symbols": ["Pt", "C", "C", "C", "C", "N", "N", "B", "N", "N", "C", "C", "C", "C", "C", "C", "C", "C", "N", "N", "C", "C", "C", "C", "C", "C", "C", "C", "C", "C", "C", "C", "H", "H", "H", "H", "H", "H", "H", "H", "H", "H", "H", "H", "H", "H", "H", "H", "H", "H", "H", "H", "H", "H", "H", "H", "H", "H", "H", "H", "H", "H", "H", "H", "H", "H", "H", "H", "H", "H", "H", "H", "O", "Se", "O", "O", "O", "Te", "C", "C", "C", "C", "S", "H", "H", "H", "C", "C", "N", "C", "C", "C", "O", "C", "C", "C", "C", "N", "C", "H", "H", "H", "H", "H", "H", "H", "H", "H", "H", "H", "H", "H", "H"],
  "coordinates": [[0.53624, 0.30702, 0.31715], [5.99195, -0.09454, 0.51637], [4.72816, 0.01977, -0.26461], [4.55510, 0.04248, -1.63411], [3.16977, 0.13224, -1.83663], [2.56362, 0.18867, -0.65862], [3.51209, 0.09220, 0.30416], [3.15684, 0.00667, 1.79772], [2.28717, 1.26768, 2.11500], [1.61782, 1.88151, 1.07304], [1.46704, 3.17106, 1.41108], [1.95414, 3.36738, 2.70104], [2.47129, 2.14984, 3.10400], [3.11889, 1.80902, 4.39783], [1.19268, 4.31498, 0.44959], [0.54860, 3.89490, -0.86360], [0.34086, 5.40072, 1.11040], [2.58660, 4.88442, 0.11252], [2.52016, -1.38324, 2.05792], [2.04536, -2.04035, 0.97531], [1.96196, -3.32346, 1.27695], [2.36889, -3.51503, 2.61574], [2.72510, -2.26095, 3.07034], [3.22362, -1.84514, 4.40992], [1.64419, -4.37339, 0.23817], [1.35875, -3.72822, -1.11629], [2.88058, -5.27551, 0.09630], [0.45509, -5.23356, 0.67508], [2.45978, 0.21158, -3.16779], [2.92999, -0.95544, -4.04549], [0.94130, 0.12764, -3.02459], [2.83165, 1.53832, -3.84169], [6.83834, -0.12750, -0.16742], [6.00318, -1.00093, 1.12202], [6.12262, 0.75335, 1.18841], [5.33105, 0.00079, -2.37779], [4.15427, 0.06868, 2.45179], [1.98926, 4.29092, 3.25008], [3.31638, 2.71856, 4.96163], [4.05653, 1.27563, 4.25056], [2.46206, 1.17484, 4.99421], [-0.51195, 3.71050, -0.70656], [1.01927, 3.00471, -1.28469], [0.63104, 4.71076, -1.58514], [-0.61460, 4.99627, 1.43874], [0.15952, 6.20684, 0.39557], [0.84941, 5.83444, 1.97205], [3.20170, 4.12784, -0.37901], [3.10644, 5.21172, 1.01200], [2.48354, 5.73959, -0.55809], [2.42149, -4.43250, 3.17797], [3.40360, -2.72286, 5.02863], [2.49602, -1.21414, 4.92185], [4.15432, -1.28205, 4.32991], [2.19479, -3.10297, -1.43030], [0.47391, -3.09360, -1.08090], [1.19695, -4.50705, -1.86511], [3.75176, -4.68560, -0.19161], [2.70901, -6.03614, -0.66812], [3.10947, -5.78085, 1.03530], [-0.46419, -4.64930, 0.71591], [0.62721, -5.66646, 1.66136], [0.30015, -6.05344, -0.03004], [2.64953, -1.91170, -3.60191], [4.01263, -0.94695, -4.17093], [2.47394, -0.88783, -5.03484], [0.65972, -0.73019, -2.41211], [0.49233, 0.01299, -4.01342], [0.53143, 1.02877, -2.56427], [3.90271, 1.59197, -4.03964], [2.56395, 2.38359, -3.20530], [2.30374, 1.64245, -4.79183], [-2.80154, 1.63857, 3.78899], [-1.80227, 1.46500, 2.56833], [-2.70924, 0.81073, 1.15082], [-0.58914, 0.40779, 2.72093], [-1.33968, 2.84238, 1.83876], [-1.90077, 1.60107, -0.45675], [-3.27629, 3.16336, -0.33702], [-3.17368, 4.32707, -1.05400], [-4.25820, 5.20585, -0.81114], [-5.14854, 4.68166, 0.07786], [-4.68026, 3.13147, 0.62675], [-2.35737, 4.55754, -1.72425], [-4.36587, 6.17836, -1.26702], [-6.05486, 5.13384, 0.44539], [-7.42061, -0.19124, -1.14389], [-6.56193, -0.73117, -2.27720], [-5.41918, -1.50217, -1.78719], [-5.48411, -2.94996, -1.92619], [-6.54429, -3.58933, -1.04031], [-4.29384, -0.80414, -1.50433], [-4.21352, 0.40537, -1.69894], [-3.15080, -1.48406, -0.78478], [-3.37654, -2.29831, 0.31057], [-2.34810, -2.55298, 1.21495], [-1.14930, -1.91497, 1.05269], [-0.87576, -1.15662, -0.03733], [-1.84350, -0.97284, -0.95452], [-8.21931, 0.43562, -1.54133], [-6.81372, 0.42208, -0.47774], [-7.87284, -0.99477, -0.56350], [-6.17934, 0.09639, -2.87502], [-7.13275, -1.38875, -2.93613], [-4.50043, -3.36397, -1.71718], [-5.69831, -3.17165, -2.97791], [-6.45215, -3.25202, -0.00781], [-6.44493, -4.67465, -1.05761], [-7.54989, -3.34395, -1.38122], [-4.36362, -2.69319, 0.50264], [-2.50521, -3.17667, 2.08244], [-0.36033, -1.98305, 1.78526], [-1.47586, -0.74611, -1.94712]]
}

***

Record 4
{
  "formula": "C5H10NS",
  "method": "the ωB97M-V functional and the def2-TZVPD basis",
  "lumo_energy_ev": -5.3500,
  "total_energy_ev": -17662.0127,
  "de_lowest_ev": 4.310,
  "homo_lumo_gap_ev": 6.9674,
  "smiles": "SCCCC1=[NH+]C1",
  "charge": 1,
  "symbols": ["C", "C", "C", "C", "C", "N", "S", "H", "H", "H", "H", "H", "H", "H", "H", "H", "H"],
  "coordinates": [[0.38283, -0.02171, 0.50391], [0.19009, 0.54439, -0.87028], [-2.35167, -0.37495, -1.06462], [1.59333, 0.59430, 1.11475], [-0.87527, -0.24333, -1.33683], [-1.42716, -1.42094, -1.60311], [1.43257, 0.50121, 2.96751], [-0.45442, 0.35478, 1.17144], [0.47352, -1.08228, 0.33543], [-0.01538, 1.58967, -0.89884], [1.07317, 0.29091, -1.31218], [-2.72936, -0.53284, -0.09023], [-2.87801, 0.07393, -1.89712], [2.51656, -0.05322, 1.01119], [1.73923, 1.62262, 1.00417], [2.74632, 0.31282, 3.23591], [-1.41637, -2.15537, -2.27110]]
}